# 1
DFT (ωB97M-V/def2-TZVPD) results for C31H30IrN6OSSe2 as an isolated structure.

XYZ file:
```
72
Properties=species:S:1:pos:R:3:mulliken_spin:R:1
Ir -0.10 -0.21 0.55 0.001
Se -1.60 -3.21 1.86 0.000
Se -0.75 -4.03 -0.13 0.000
C -1.19 -2.59 -1.31 0.000
C -1.74 -2.92 -2.54 0.000
C -2.03 -1.93 -3.46 0.000
C -1.78 -0.60 -3.13 0.000
C -1.25 -0.35 -1.88 0.000
N -0.95 -1.31 -0.99 0.000
C 0.09 -2.55 2.46 0.000
C 0.71 -3.30 3.46 0.000
C 1.98 -2.98 3.89 0.000
C 2.63 -1.92 3.27 -0.001
C 1.97 -1.20 2.30 0.001
N 0.70 -1.48 1.92 0.000
H -1.96 -3.96 -2.77 0.000
H -2.45 -2.18 -4.43 0.000
H -2.00 0.21 -3.80 0.000
H -1.06 0.69 -1.57 0.000
H 0.18 -4.14 3.87 0.000
H 2.47 -3.56 4.67 0.000
H 3.64 -1.64 3.53 0.000
H 2.46 -0.39 1.79 0.000
O 1.75 -0.36 -0.38 0.000
S 2.06 -1.40 -1.53 0.000
C 3.31 -0.52 -2.52 0.000
C 4.51 -1.46 -2.60 0.000
C 4.65 -2.09 -1.22 0.000
C 3.26 -2.59 -0.85 0.000
H 3.52 0.37 -1.94 0.000
H 2.87 -0.25 -3.48 0.000
H 5.39 -0.89 -2.89 0.000
H 4.35 -2.22 -3.36 0.000
H 5.00 -1.36 -0.49 0.000
H 5.36 -2.92 -1.22 0.000
H 3.04 -2.69 0.21 0.000
H 3.01 -3.54 -1.34 0.000
C -4.64 1.05 1.94 0.000
C -4.41 -0.11 1.21 0.000
C -3.11 -0.44 0.87 0.000
N -2.04 0.31 1.22 0.000
C -2.29 1.45 1.90 0.000
C -3.56 1.84 2.28 0.000
H -5.65 1.33 2.22 0.000
H -5.21 -0.76 0.89 0.000
H -2.92 -1.34 0.31 0.000
H -1.46 2.08 2.14 0.000
H -3.69 2.76 2.82 0.000
N 2.92 5.72 3.42 0.017
C 3.32 6.48 4.53 0.000
C 3.90 7.70 4.67 0.145
C 4.17 8.11 6.01 0.242
C 3.86 7.32 7.14 -0.004
C 3.28 6.10 6.98 0.157
C 3.00 5.65 5.65 0.208
N 2.46 4.50 5.24 0.036
C 2.42 4.57 3.90 0.091
C 1.87 3.47 3.10 0.026
C 1.96 3.39 1.72 0.017
C 1.40 2.31 1.06 -0.006
N 0.76 1.32 1.71 0.025
C 0.69 1.38 3.05 -0.003
C 1.23 2.42 3.77 0.043
H 2.96 6.03 2.46 -0.002
H 4.17 8.34 3.84 0.002
H 4.62 9.09 6.16 0.002
H 4.09 7.70 8.12 0.006
H 3.03 5.46 7.83 -0.004
H 2.46 4.15 1.12 0.001
H 1.47 2.22 -0.02 0.000
H 0.17 0.58 3.55 0.000
H 1.15 2.44 4.85 0.000
```

Orbital gap (spin up / spin down), eV: 7.20 / 5.90
<S²>: 0.7717
Spin multiplicity: 2
Energy above the lowest of the compared OMol25 structures with the same formula, charge and spin, kcal/mol: 31.60
Charge: +4
E_tot, Ha: -6907.10311

***

# 2
DFT (ωB97M-V/def2-TZVPD) results for C13H20F12LiN2O13S6 as an isolated structure.

XYZ file:
```
67
Properties=species:S:1:pos:R:3:lowdin_charge:R:1
Li -2.41 -19.67 18.63 0.602
N -2.40 -21.27 17.29 -0.300
S -1.01 -21.31 16.58 0.452
O -0.89 -22.01 15.32 -0.268
O 0.17 -21.14 17.37 -0.284
F -1.25 -19.80 16.01 -0.233
S -2.30 -22.82 17.98 0.533
O -1.14 -23.27 18.67 -0.261
O -2.99 -23.80 17.20 -0.264
F -3.31 -22.50 19.18 -0.202
N -4.84 -19.17 15.97 -0.229
S -4.03 -17.73 16.48 0.549
O -3.23 -18.06 17.63 -0.360
O -4.71 -16.46 16.45 -0.267
F -3.01 -17.66 15.29 -0.167
S -6.23 -18.72 16.55 0.447
O -7.01 -17.92 15.65 -0.298
O -6.38 -18.42 17.96 -0.320
F -6.92 -20.16 16.40 -0.211
C -7.19 -19.68 21.49 -0.210
C -6.50 -20.67 22.41 -0.233
C -5.21 -21.10 21.72 -0.208
S -4.57 -19.52 21.05 0.732
O -4.05 -19.71 19.71 -0.390
O -3.74 -18.89 22.07 -0.337
C -6.18 -18.61 21.11 -0.178
H -8.03 -19.27 22.06 0.115
H -7.55 -20.16 20.58 0.126
H -7.04 -21.57 22.70 0.116
H -6.15 -20.14 23.30 0.114
H -5.49 -21.76 20.89 0.107
H -4.41 -21.62 22.25 0.105
H -6.24 -18.11 20.15 0.078
H -6.01 -17.94 21.96 0.099
C 0.58 -19.95 23.49 -0.183
C 1.69 -19.97 22.44 -0.223
C 1.15 -19.80 21.01 -0.213
S -0.37 -20.75 21.05 0.714
O -0.03 -22.16 21.06 -0.292
O -1.39 -20.19 20.19 -0.399
C -0.76 -20.26 22.78 -0.205
H 0.46 -18.97 23.94 0.110
H 0.74 -20.77 24.18 0.110
H 2.27 -20.90 22.44 0.112
H 2.48 -19.24 22.66 0.111
H 1.78 -20.17 20.21 0.118
H 0.75 -18.79 20.91 0.099
H -1.47 -20.99 23.15 0.104
H -1.35 -19.35 22.66 0.077
C 0.17 -15.94 14.76 -0.034
C 0.04 -14.41 14.71 -0.435
C -1.27 -13.85 15.26 -0.315
F -2.39 -14.51 14.92 0.119
F -1.24 -13.64 16.60 0.091
F 1.08 -13.78 15.30 0.119
F 0.12 -14.07 13.39 0.093
O -0.14 -16.41 16.06 0.047
C 0.96 -16.80 16.78 -0.538
C 0.55 -17.33 18.18 -0.241
F -0.45 -18.25 18.07 0.061
F 1.67 -17.84 18.75 0.088
F 1.59 -17.80 16.14 0.158
F 1.84 -15.79 16.92 0.148
H 1.22 -16.14 14.50 0.145
H -0.44 -16.41 13.99 0.154
H -1.38 -12.86 14.80 0.168
H 0.13 -16.60 18.88 0.181
```

Orbital gap, eV: 8.59
Charge: -1
E_tot, Ha: -5190.15450

***

# 3
DFT (ωB97M-V/def2-TZVPD) results for C14H35Cl2N2OsPS as an isolated structure.

XYZ file:
```
56
Properties=species:S:1:pos:R:3:mulliken_spin:R:1
Os -0.03 0.14 2.13 2.916
Cl 0.99 -0.33 0.18 0.248
Cl -2.11 -1.04 2.09 0.162
H -0.63 1.59 1.81 0.266
H 1.41 0.61 2.51 -0.042
P 0.10 0.06 -3.72 0.009
C 1.79 -0.52 -4.35 -0.004
C -1.12 -0.86 -4.85 0.000
C 0.10 1.84 -4.38 0.000
C 2.32 -1.56 -3.36 0.006
H 2.40 0.39 -4.25 0.000
C 1.89 -1.02 -5.79 0.001
H 1.33 -1.95 -5.93 0.000
H 2.95 -1.22 -5.99 0.000
H 1.54 -0.29 -6.53 0.000
H 2.30 -1.18 -2.33 0.004
H 3.36 -1.80 -3.62 0.000
H 1.73 -2.49 -3.39 0.000
H 1.10 2.18 -4.08 0.000
C -0.94 2.66 -3.59 -0.004
C -0.04 2.03 -5.89 0.000
H 0.78 1.55 -6.45 0.000
H 0.01 3.11 -6.09 0.000
H -1.00 1.66 -6.27 0.000
H -0.80 2.52 -2.51 0.003
H -1.96 2.37 -3.85 0.000
H -0.80 3.72 -3.83 0.000
C -1.11 -2.34 -4.47 -0.001
H -0.74 -0.72 -5.88 0.000
C -2.53 -0.28 -4.72 0.001
H -0.14 -2.84 -4.62 0.000
H -1.86 -2.86 -5.10 0.000
H -1.40 -2.47 -3.42 0.001
H -2.85 -0.25 -3.66 0.000
H -3.22 -0.93 -5.27 0.000
H -2.63 0.74 -5.14 0.000
C 2.36 -0.15 5.76 0.020
N 1.19 -0.03 6.60 0.027
C 1.43 -0.08 8.04 -0.002
C 0.02 0.04 5.96 0.142
S 0.03 -0.37 4.22 0.201
N -1.18 0.11 6.60 0.036
C -1.51 0.11 8.02 0.004
C -2.35 0.15 5.75 0.004
H 3.23 -0.21 6.40 0.004
H 2.44 0.73 5.10 -0.006
H 2.31 -1.05 5.13 0.000
H 1.13 0.83 8.54 0.003
H 1.01 -0.97 8.52 0.001
H 2.51 -0.16 8.17 0.000
H -2.06 1.04 8.25 0.001
H -2.17 -0.75 8.24 0.001
H -0.66 0.05 8.68 0.001
H -2.30 1.05 5.10 0.001
H -2.42 -0.75 5.11 -0.003
H -3.21 0.21 6.43 0.001
```

Orbital gap (spin up / spin down), eV: 6.02 / 6.21
<S²>: 6.0238
Spin multiplicity: 5
Energy above the lowest of the compared OMol25 structures with the same formula, charge and spin, kcal/mol: 12.60
Charge: 0
E_tot, Ha: -2414.35357